Entry from the OMol25 dataset: a molecular structure, C26H18AgNO4PS2 (wB97M-V/def2-TZVPD).

Values from the calculation:
Energy relative to the best compared isomer or geometry (same formula, charge and spin) ... 42.9 kJ/mol
Gap between HOMO and LUMO ... 7.85 eV
Total charge ... -1

Geometry as XYZ:
```
53
Properties=species:S:1:pos:R:3:mulliken_charge:R:1
Ag 0.18 0.95 0.19 -0.10
O 2.19 -1.74 1.39 -0.62
C 1.47 -1.63 0.40 -0.19
O 1.47 -0.71 -0.48 -0.83
C 0.40 -2.69 0.23 0.50
C 0.61 -3.82 -0.57 -0.49
C -0.38 -4.78 -0.68 -0.54
C -1.59 -4.64 -0.01 -0.71
C -1.80 -3.52 0.79 -0.20
C -0.81 -2.54 0.91 0.76
P -1.00 -1.01 1.89 0.31
C -0.51 -1.50 3.58 -0.10
C -0.74 -0.58 4.60 -0.05
C -0.38 -0.87 5.91 -0.63
C 0.23 -2.08 6.21 -0.42
C 0.48 -2.99 5.19 -0.72
C 0.12 -2.71 3.88 -0.07
C -2.82 -0.89 2.08 0.30
C -3.55 -1.53 3.08 0.05
C -4.93 -1.39 3.13 -0.65
C -5.60 -0.61 2.19 -0.40
C -4.88 0.04 1.20 -0.68
C -3.49 -0.09 1.15 -0.41
H 1.54 -3.92 -1.10 0.47
H -0.21 -5.65 -1.31 0.37
H -2.36 -5.39 -0.10 0.41
H -2.74 -3.40 1.30 0.38
H -1.20 0.37 4.36 0.42
H -0.57 -0.15 6.69 0.38
H 0.51 -2.31 7.23 0.36
H 0.98 -3.93 5.42 0.37
H 0.34 -3.41 3.09 0.33
H -3.04 -2.14 3.81 0.42
H -5.49 -1.90 3.91 0.39
H -6.67 -0.51 2.24 0.37
H -5.38 0.66 0.48 0.41
H -2.93 0.45 0.40 0.25
O -0.32 4.71 -4.03 -0.65
S 0.10 5.11 -2.71 1.13
O 1.34 5.83 -2.59 -0.65
N 0.06 3.83 -1.68 -0.43
C -0.84 3.99 -0.75 0.77
S -1.19 2.90 0.51 -0.36
C -1.63 5.27 -0.85 0.26
C -2.65 5.73 -0.04 -0.60
C -3.22 6.96 -0.34 -0.59
C -2.79 7.71 -1.43 -0.40
C -1.76 7.24 -2.24 -0.57
C -1.21 6.02 -1.93 0.06
H -2.98 5.14 0.81 0.42
H -4.03 7.34 0.28 0.37
H -3.26 8.66 -1.64 0.37
H -1.41 7.81 -3.09 0.40
```

Entry from the OMol25 dataset: a single C5H11NOS2 molecule in a non-equilibrium geometry (wB97M-V/def2-TZVPD).

Values from the calculation:
Energy relative to the best compared isomer or geometry (same formula, charge and spin) ... 343.8 kJ/mol
Gap between HOMO and LUMO ... 9.40 eV

Geometry as XYZ:
```
20
Properties=species:S:1:pos:R:3:mulliken_charge:R:1
C -0.38 1.10 0.05 -0.92
C 1.60 -0.02 -0.84 -1.15
C 1.15 1.07 0.15 0.40
C -0.99 -0.24 -1.10 -0.57
C -2.14 -1.73 1.00 -0.69
N 1.65 0.86 1.50 -0.75
O 0.34 1.18 -2.84 -0.61
S -0.91 -1.92 -0.37 -0.04
S 0.42 -0.17 -2.29 0.34
H -0.89 0.77 1.02 0.36
H -0.71 2.08 -0.36 0.30
H 2.60 0.00 -1.18 0.49
H 1.50 -0.85 -0.20 0.45
H 1.58 2.05 -0.13 0.42
H -1.91 0.18 -1.31 0.68
H -1.56 -2.27 1.78 0.25
H -3.07 -2.13 0.80 0.35
H -2.14 -0.66 1.06 0.18
H 1.25 -0.02 1.74 0.25
H 2.62 0.75 1.50 0.26
```

Entry from the OMol25 dataset: a single C3H6FN3 molecule in a non-equilibrium geometry (wB97M-V/def2-TZVPD).

Values from the calculation:
Energy relative to the best compared isomer or geometry (same formula, charge and spin) ... 167.1 kJ/mol
SMILES ... N/C=C(F)\C=N\N
Gap between HOMO and LUMO ... 8.30 eV

Geometry as XYZ:
```
13
Properties=species:S:1:pos:R:3:mulliken_charge:R:1
C 1.86 0.05 -0.02 -0.15
C 0.61 0.46 -0.05 0.33
C -0.61 -0.32 -0.03 -0.11
H 3.29 -1.41 0.20 0.23
H 1.70 -1.98 0.39 0.20
H 2.63 0.75 -0.36 0.29
H -0.44 -1.44 -0.09 0.22
H -2.72 -1.59 0.36 0.22
H -3.69 -0.17 0.16 0.24
N 2.31 -1.23 -0.03 -0.45
N -1.77 0.22 -0.05 -0.23
N -2.82 -0.63 -0.05 -0.48
F 0.45 1.80 0.09 -0.30
```

Entry from the OMol25 dataset: a molecular structure, C21H12AuN5O3S2 in a non-equilibrium geometry (wB97M-V/def2-TZVPD).

Values from the calculation:
Energy relative to the best compared isomer or geometry (same formula, charge and spin) ... 29.2 kJ/mol
Gap between HOMO and LUMO ... 6.83 eV
Total charge ... -2

Geometry as XYZ:
```
44
Properties=species:S:1:pos:R:3:mulliken_charge:R:1
Au 11.61 5.37 10.05 0.10
C 9.49 7.04 13.53 -1.12
C 10.87 6.76 14.00 0.49
C 11.19 6.91 15.36 -0.39
C 12.43 6.64 15.81 -0.78
C 13.46 6.26 14.86 1.15
C 14.77 6.13 15.21 -0.73
C 15.68 5.63 14.26 -0.41
C 15.32 5.44 12.91 -0.70
C 14.01 5.70 12.47 0.38
S 13.73 5.73 10.77 -0.39
C 13.03 6.03 13.46 -0.27
N 11.75 6.23 13.16 -0.13
H 9.39 8.12 13.31 0.25
H 8.79 6.86 14.37 0.38
H 9.34 6.44 12.61 0.21
H 10.41 7.18 16.12 0.26
H 12.72 6.69 16.88 0.30
H 15.10 6.34 16.22 0.32
H 16.72 5.46 14.51 0.33
H 16.06 5.05 12.19 0.32
N 9.69 5.48 9.46 -0.30
C 8.55 5.66 9.28 0.52
C 7.22 5.89 9.05 0.01
C 6.25 4.97 9.49 0.11
N 5.52 4.16 9.92 -0.58
C 6.73 7.17 8.75 0.17
N 6.40 8.26 8.47 -0.50
O 10.38 12.44 7.70 -0.70
S 9.96 11.23 8.28 1.15
O 8.70 11.38 9.04 -0.70
N 11.18 10.51 9.02 -0.61
C 11.40 9.27 8.48 0.18
O 12.23 8.50 8.90 -0.61
C 10.55 8.96 7.34 0.62
C 10.67 7.82 6.55 -0.24
C 9.89 7.78 5.42 -0.58
C 9.07 8.85 5.06 -0.43
C 8.94 10.03 5.85 -0.44
C 9.69 10.03 7.01 -0.10
H 11.39 7.06 6.91 0.34
H 9.94 6.86 4.87 0.37
H 8.53 8.78 4.13 0.35
H 8.20 10.80 5.66 0.40
```

| no. | HOMO energy (eV) | LUMO energy (eV) |
| --- | --- | --- |
| 1 | -5.4 | 2.463 |
| 2 | -8.8 | 0.573 |
| 3 | -7.4 | 0.881 |
| 4 | -2.5 | 4.311 |